ORCA calculation (wB97M-V/def2-TZVPD) on a structure of composition C25H19F3O5PRbS.

Each line ends with the Löwdin charge.
Geometry (Å):
Rb (-0.814, 2.726, 0.093)  0.90
C (-1.025, 5.457, 1.802)  -0.26
C (0.257, 4.991, 2.156)  -0.25
C (0.096, 3.863, 2.983)  -0.26
C (-1.287, 3.631, 3.144)  -0.26
C (-1.979, 4.617, 2.413)  -0.26
H (-1.242, 6.311, 1.173)  0.06
H (1.201, 5.417, 1.839)  0.07
H (0.899, 3.284, 3.423)  0.06
H (-1.738, 2.833, 3.720)  0.07
H (-3.055, 4.706, 2.327)  0.07
O (3.392, 2.149, -2.247)  -0.03
C (2.746, 1.561, -1.367)  -0.69
O (1.787, 1.976, -0.669)  -0.20
C (3.207, 0.133, -1.022)  -0.13
C (4.579, -0.114, -0.990)  -0.04
C (5.078, -1.325, -0.544)  -0.10
C (4.201, -2.323, -0.128)  -0.11
C (2.837, -2.098, -0.193)  -0.12
C (2.324, -0.885, -0.658)  -0.30
P (0.506, -0.593, -0.757)  1.14
C (-0.142, -2.162, -1.471)  -0.36
C (-1.535, -2.302, -1.460)  -0.12
C (-2.148, -3.384, -2.070)  -0.09
C (-1.387, -4.339, -2.734)  -0.11
C (-0.010, -4.189, -2.790)  -0.11
C (0.606, -3.110, -2.166)  -0.10
C (0.151, -0.827, 1.044)  -0.34
C (-0.567, -1.883, 1.599)  -0.09
C (-0.811, -1.933, 2.966)  -0.10
C (-0.348, -0.925, 3.798)  -0.10
C (0.372, 0.132, 3.256)  -0.08
C (0.625, 0.177, 1.895)  -0.11
H (5.235, 0.682, -1.316)  0.11
H (6.149, -1.494, -0.504)  0.09
H (4.581, -3.267, 0.247)  0.09
H (2.150, -2.872, 0.132)  0.10
H (-2.145, -1.536, -0.990)  0.09
H (-3.228, -3.464, -2.050)  0.10
H (-1.867, -5.179, -3.221)  0.09
H (0.594, -4.912, -3.327)  0.09
H (1.681, -3.005, -2.235)  0.09
H (-0.947, -2.674, 0.966)  0.09
H (-1.376, -2.761, 3.378)  0.09
H (-0.557, -0.955, 4.861)  0.09
H (0.718, 0.940, 3.887)  0.10
H (1.200, 0.998, 1.475)  0.08
F (-2.099, 0.781, -3.468)  0.12
C (-3.411, 0.673, -3.223)  -0.66
F (-3.731, -0.632, -3.312)  0.10
F (-4.060, 1.305, -4.219)  0.10
S (-3.865, 1.362, -1.576)  0.43
O (-5.286, 1.115, -1.519)  -0.32
O (-3.461, 2.750, -1.679)  -0.36
O (-3.047, 0.573, -0.672)  -0.38

Computed properties:
LUMO energy in eV: 4.23
Net charge: -2
Energy relative to the best compared isomer or geometry (same formula, charge and spin) in eV: 0.015
HOMO energy in eV: -1.644
HOMO-LUMO gap in eV: 5.874



ORCA calculation (wB97M-V/def2-TZVPD) on a structure of composition C25H19N6PtS in a non-equilibrium geometry.

Each line ends with the Löwdin charge.
Geometry (Å):
Pt (0.018, 0.043, -0.059)  0.97
N (3.383, 2.721, 0.125)  0.11
C (2.222, 2.069, -0.033)  -0.80
S (2.323, 0.292, -0.097)  0.55
N (1.102, 2.711, -0.115)  0.00
N (0.000, 1.987, -0.274)  -0.17
C (-1.216, 2.562, -0.203)  -0.17
C (-1.390, 4.005, -0.061)  -0.19
C (-0.716, 4.904, -0.889)  -0.02
C (-0.896, 6.263, -0.721)  -0.06
C (-1.726, 6.744, 0.280)  -0.07
C (-2.384, 5.856, 1.119)  -0.07
C (-2.222, 4.496, 0.951)  -0.05
C (-2.309, 1.658, -0.248)  -0.19
C (-3.659, 2.060, -0.332)  0.02
C (-4.654, 1.123, -0.422)  -0.02
C (-4.306, -0.237, -0.448)  -0.03
C (-2.976, -0.584, -0.378)  -0.11
N (-2.000, 0.316, -0.272)  -0.07
H (4.239, 2.202, 0.190)  0.09
H (3.381, 3.724, 0.179)  0.11
H (-0.086, 4.529, -1.681)  0.11
H (-0.396, 6.955, -1.380)  0.11
H (-1.854, 7.806, 0.413)  0.11
H (-3.021, 6.223, 1.907)  0.11
H (-2.704, 3.805, 1.627)  0.12
H (-3.877, 3.115, -0.334)  0.12
H (-5.688, 1.424, -0.482)  0.12
H (-5.064, -0.998, -0.504)  0.11
H (-2.679, -1.627, -0.388)  0.11
C (-0.029, 0.391, 4.632)  -0.02
C (-0.136, 0.740, 3.285)  -0.10
N (-0.174, -0.152, 2.321)  0.03
C (-0.091, -1.467, 2.610)  -0.15
C (-0.021, -1.915, 3.954)  -0.13
C (0.016, -0.944, 4.967)  0.01
C (0.009, -3.310, 4.222)  0.00
C (-0.012, -4.214, 3.212)  -0.01
C (-0.023, -3.799, 1.849)  -0.13
C (0.016, -4.714, 0.787)  0.03
C (0.054, -4.242, -0.510)  -0.02
C (0.043, -2.870, -0.731)  -0.11
N (-0.020, -1.980, 0.255)  -0.10
C (-0.052, -2.417, 1.541)  -0.13
H (0.004, 1.162, 5.384)  0.11
H (-0.195, 1.778, 2.987)  0.12
H (0.084, -1.256, 5.997)  0.12
H (0.041, -3.627, 5.253)  0.12
H (-0.001, -5.272, 3.421)  0.12
H (0.024, -5.773, 0.993)  0.13
H (0.099, -4.918, -1.348)  0.12
H (0.082, -2.477, -1.740)  0.12

Computed properties:
LUMO energy in eV: -3.57
Net charge: +1
HOMO energy in eV: -10.053
HOMO-LUMO gap in eV: 6.480



ORCA calculation (wB97M-V/def2-TZVPD) on a structure of composition C25H20As2F12N2O8PSTi in a non-equilibrium geometry.

Each line ends with the Löwdin charge.
Geometry (Å):
Ti (-0.939, 2.154, 0.758)  1.23
O (-4.474, 0.243, 5.420)  0.09
C (-3.745, 0.640, 4.360)  -0.26
C (-3.576, -0.159, 3.229)  0.10
C (-2.794, 0.332, 2.213)  -0.13
N (-2.206, 1.513, 2.300)  0.07
C (-2.444, 2.323, 3.326)  -0.11
C (-3.200, 1.927, 4.398)  0.11
C (-1.923, 3.707, 3.010)  -0.50
O (-2.076, 4.653, 3.728)  0.15
O (-1.376, 3.689, 1.812)  -0.13
C (-2.622, -0.228, 0.827)  -0.52
O (-3.263, -1.152, 0.440)  0.16
O (-1.790, 0.516, 0.140)  -0.15
H (-4.807, -0.649, 5.272)  0.12
H (-4.058, -1.121, 3.109)  0.14
H (-3.390, 2.603, 5.220)  0.14
O (2.379, -0.228, 1.597)  -0.29
S (0.944, 0.029, 2.356)  0.91
O (0.453, 1.136, 1.334)  -0.55
O (0.132, -1.159, 2.172)  -0.38
C (2.713, -1.491, 1.130)  -0.32
C (3.690, -2.165, 1.851)  -0.01
C (4.128, -3.405, 1.425)  -0.08
C (3.572, -3.978, 0.287)  -0.08
C (2.593, -3.298, -0.417)  -0.11
C (2.148, -2.031, -0.030)  -0.29
P (0.811, -1.115, -0.910)  1.15
C (1.343, -1.034, -2.671)  -0.36
C (2.463, -1.630, -3.245)  -0.09
C (2.771, -1.420, -4.582)  -0.10
C (1.966, -0.611, -5.372)  -0.10
C (0.861, 0.008, -4.807)  -0.08
C (0.564, -0.192, -3.466)  -0.12
C (-0.483, -2.435, -1.002)  -0.34
C (-0.604, -3.453, -0.059)  -0.10
C (-1.680, -4.333, -0.093)  -0.09
C (-2.669, -4.202, -1.055)  -0.11
C (-2.584, -3.180, -1.990)  -0.09
C (-1.500, -2.303, -1.959)  -0.09
H (4.098, -1.693, 2.735)  0.12
H (4.894, -3.927, 1.984)  0.10
H (3.894, -4.958, -0.043)  0.10
H (2.133, -3.769, -1.277)  0.11
H (3.126, -2.237, -2.647)  0.09
H (3.652, -1.887, -5.006)  0.10
H (2.209, -0.448, -6.415)  0.09
H (0.237, 0.666, -5.399)  0.10
H (-0.274, 0.340, -3.026)  0.09
H (0.130, -3.552, 0.728)  0.10
H (-1.754, -5.110, 0.660)  0.10
H (-3.520, -4.871, -1.057)  0.09
H (-3.411, -2.986, -2.662)  0.10
H (-1.476, -1.480, -2.663)  0.09
N (3.094, 1.132, -1.162)  0.07
H (3.099, 1.552, -0.239)  -0.01
H (2.551, 1.753, -1.753)  0.03
H (4.045, 1.159, -1.511)  0.02
F (-0.761, 2.450, -1.244)  -0.31
As (-2.270, 3.272, -1.982)  0.79
F (-2.864, 2.938, -0.327)  -0.26
F (-2.792, 1.711, -2.449)  -0.20
F (-3.737, 3.990, -2.462)  -0.20
F (-1.435, 3.458, -3.458)  -0.20
F (-1.634, 4.739, -1.389)  -0.19
F (0.750, 3.483, 0.557)  -0.32
As (1.952, 4.216, 1.750)  0.77
F (1.096, 3.411, 3.029)  -0.23
F (0.912, 5.570, 1.880)  -0.21
F (2.908, 2.784, 1.551)  -0.24
F (2.735, 4.913, 0.386)  -0.23
F (3.088, 4.880, 2.856)  -0.23

Computed properties:
LUMO energy in eV: 0.86
Net charge: -1
Energy relative to the best compared isomer or geometry (same formula, charge and spin) in eV: 0.952
HOMO energy in eV: -5.709
HOMO-LUMO gap in eV: 6.570



ORCA calculation (wB97M-V/def2-TZVPD) on a structure of composition C25H20Br2N4O7SV.

Each line ends with the Löwdin spin population.
Geometry (Å):
V (-0.882, -1.377, -0.934)  1.03
O (3.414, -1.378, -1.755)  0.00
C (3.544, -0.047, -1.705)  0.00
C (4.851, 0.447, -1.809)  0.00
C (5.103, 1.798, -1.738)  0.00
C (4.060, 2.705, -1.552)  0.00
C (2.773, 2.229, -1.460)  0.00
C (2.483, 0.860, -1.546)  0.00
C (1.082, 0.435, -1.424)  0.00
O (0.796, -0.816, -1.721)  0.00
N (0.172, 1.299, -1.081)  -0.01
N (-1.033, 0.651, -1.087)  -0.01
C (-2.123, 1.309, -1.246)  0.02
C (-3.343, 0.633, -1.627)  0.00
C (-4.561, 1.325, -1.632)  0.00
C (-5.698, 0.750, -2.164)  0.00
C (-5.631, -0.514, -2.745)  0.00
C (-4.441, -1.219, -2.782)  0.00
C (-3.304, -0.662, -2.199)  0.00
O (-2.157, -1.350, -2.208)  -0.04
H (2.487, -1.624, -1.601)  0.00
H (5.648, -0.272, -1.938)  0.00
H (6.122, 2.154, -1.823)  0.00
H (4.257, 3.766, -1.490)  0.00
H (1.945, 2.910, -1.320)  0.00
H (-2.091, 2.396, -1.235)  0.00
H (-4.601, 2.324, -1.217)  0.00
H (-6.635, 1.289, -2.148)  0.00
H (-6.519, -0.952, -3.178)  0.00
H (-4.374, -2.197, -3.235)  0.00
C (5.422, 0.905, 2.514)  0.00
C (3.993, 1.342, 2.424)  0.00
C (3.594, 2.645, 2.724)  0.00
C (2.263, 3.010, 2.620)  0.00
C (1.391, 2.023, 2.191)  0.00
Br (-0.481, 2.450, 2.075)  0.00
N (1.720, 0.798, 1.906)  0.00
C (2.999, 0.456, 2.024)  0.00
H (5.999, 1.573, 3.153)  0.00
H (5.880, 0.901, 1.525)  0.00
H (5.500, -0.105, 2.917)  0.00
H (4.326, 3.371, 3.057)  0.00
H (1.914, 3.999, 2.870)  0.00
H (3.232, -0.580, 1.801)  0.00
O (1.855, -2.732, 0.671)  0.00
S (0.437, -2.751, 0.818)  0.00
O (-0.144, -3.392, 1.951)  0.00
O (-0.112, -1.247, 0.746)  -0.02
O (-0.248, -3.180, -0.502)  0.03
Br (-5.127, -5.058, 0.819)  0.00
C (-4.232, -3.434, 1.139)  0.00
C (-4.470, -2.700, 2.289)  0.00
C (-3.773, -1.516, 2.464)  0.00
C (-2.867, -1.121, 1.496)  0.00
N (-2.659, -1.833, 0.392)  0.00
C (-3.313, -2.972, 0.212)  0.00
H (-5.174, -3.053, 3.030)  0.00
H (-3.911, -0.913, 3.349)  0.00
H (-2.265, -0.227, 1.613)  0.00
H (-3.091, -3.532, -0.689)  0.00

Computed properties:
2S+1: 2
LUMO energy (spin up / spin down) in eV: -1.51 / -1.01
Energy relative to the best compared isomer or geometry (same formula, charge and spin) in eV: 0.215
HOMO energy (spin up / spin down) in eV: -8.286 / -8.291
HOMO-LUMO gap (spin up / spin down) in eV: 6.778 / 7.277
⟨S²⟩: 0.763



Question: Which formula does entry 1 have?
Answer: C25H19F3O5PRbS